Here is a molecular structure, C4H16FN3O15V2 at a distorted geometry from the OMol25 dataset. Energies are from ωB97M-V/def2-TZVPD.

```
41
Properties=species:S:1:pos:R:3:forces:R:3:mulliken_charge:R:1
O -0.270 -4.598 1.381 1.10 1.80 -1.18 -0.44
V 0.116 -3.233 0.709 -3.88 0.38 -0.23 1.34
O -1.873 -2.126 -3.310 2.71 -0.61 -0.63 -0.39
V -0.329 -2.367 -3.187 -0.28 0.66 4.82 1.48
N 0.344 -0.311 -0.751 2.85 3.29 0.96 1.06
O -0.100 -0.602 -1.828 -2.31 -1.97 -4.84 -0.29
O 0.684 0.871 -0.580 -0.73 -1.55 0.79 -0.59
O 0.585 -1.192 0.073 0.28 -1.54 1.99 -0.48
N -2.786 -1.581 0.487 -1.70 1.27 -0.14 0.87
O -1.964 -2.481 0.833 2.91 -2.07 1.65 -0.38
O -3.369 -0.909 1.342 0.93 -0.54 0.16 -0.60
O -3.044 -1.492 -0.686 0.02 0.37 -1.45 -0.56
N 3.046 -2.614 -2.731 5.18 -1.63 -0.05 0.78
O 1.855 -2.452 -3.063 -4.22 0.83 -1.30 -0.50
O 3.985 -2.340 -3.509 -2.21 0.34 0.60 -0.54
O 3.304 -3.179 -1.664 -1.09 0.51 0.29 -0.56
F -0.282 -3.583 -1.421 0.42 1.06 -0.32 -0.53
C -1.026 1.859 2.572 0.28 0.33 -0.05 -0.23
O -2.314 2.211 3.024 -0.06 0.05 -0.09 -0.54
H -0.464 1.432 3.402 0.32 -0.30 -0.10 0.24
H -1.044 1.207 1.699 -0.06 -0.32 0.08 0.02
H -0.492 2.752 2.246 -0.20 0.17 0.15 0.18
H -2.737 1.385 3.271 -0.30 0.02 -0.05 0.31
C -0.676 3.091 -3.223 0.41 -1.43 0.42 -0.16
O -1.940 3.016 -2.589 -0.59 1.24 -0.35 -0.53
H -0.619 2.377 -4.045 0.03 -0.16 -0.22 0.20
H -0.404 4.053 -3.657 -0.71 0.25 0.46 0.30
H 0.084 2.807 -2.495 0.32 0.19 -0.14 -0.04
H -2.135 2.165 -2.189 0.53 -0.11 -0.16 0.30
C 3.105 3.578 -0.048 -0.18 0.65 0.59 -0.47
O 2.574 3.242 -1.297 -0.10 -0.12 -0.58 -0.48
H 4.028 3.047 0.188 0.03 -0.17 0.03 0.25
H 3.309 4.648 -0.033 0.21 0.02 -0.22 0.26
H 2.367 3.447 0.743 0.02 -0.32 0.21 0.13
H 2.016 2.468 -1.194 0.00 -0.10 -0.02 0.32
C -0.902 -2.576 3.655 -1.51 -0.84 1.31 -0.66
O 0.157 -2.250 2.801 0.87 0.03 -1.44 -0.22
H -1.838 -2.064 3.435 0.27 0.29 -0.26 0.19
H -1.116 -3.644 3.600 0.14 -0.01 0.06 0.24
H -0.553 -2.324 4.656 -0.42 -0.18 0.19 0.43
H 0.720 -1.736 3.385 0.73 0.22 -0.93 0.29
```
Positions in Å, forces in eV/Å.

Results
gap between HOMO and LUMO (spin up / spin down)	6.08 / 6.65	eV
<S²>	2.08
2S+1	3

---

Here is a molecular structure, C16H31F3O3P2ReS at a distorted geometry from the OMol25 dataset. Energies are from ωB97M-V/def2-TZVPD.

```
57
Properties=species:S:1:pos:R:3:forces:R:3:mulliken_charge:R:1
P 0.467 2.034 -1.486 -0.22 -2.92 0.26 0.96
P 0.187 -0.558 3.090 -5.25 -1.73 -2.28 1.09
C -1.491 0.632 0.369 -0.55 1.87 1.28 -0.74
C -1.414 0.226 1.750 0.84 -1.07 1.94 -1.82
H -1.615 -0.145 -0.512 -2.58 0.86 1.05 -0.69
H -2.215 1.435 0.137 0.68 -0.14 0.30 0.74
H -1.515 1.051 2.401 -0.35 1.09 0.72 0.74
H -2.069 -0.567 2.124 -0.15 -0.07 -0.17 0.64
C 0.639 -2.291 2.639 -0.19 -0.61 1.39 -1.22
H 1.402 -2.660 3.359 -0.52 0.23 -0.42 0.54
H 1.076 -2.342 1.639 -0.03 0.29 0.35 0.49
H -0.196 -3.021 2.674 0.10 0.80 0.06 0.44
C -0.738 -0.138 4.612 2.14 -0.09 -0.04 -1.21
H -1.297 -0.936 5.012 -0.66 -1.20 0.29 0.43
H -1.388 0.681 4.413 -0.41 0.65 -0.29 0.46
H -0.006 0.161 5.371 -0.09 -0.03 -0.10 0.44
C 1.267 2.155 -3.115 0.28 0.78 2.16 -1.55
H 1.598 3.174 -3.155 0.35 0.60 -0.53 0.52
H 0.540 1.951 -3.850 -0.68 -0.24 -1.03 0.50
H 2.102 1.497 -3.140 0.65 -0.52 -0.25 0.48
C -0.483 3.532 -1.230 -1.25 -0.20 0.48 -1.47
H -1.014 3.555 -0.253 0.39 -0.26 -0.63 0.37
H -1.237 3.686 -2.028 0.46 -0.16 0.32 0.39
H 0.194 4.360 -1.232 0.52 0.69 -0.14 0.54
Re -0.016 -0.377 -0.546 2.46 5.94 -2.52 0.83
C -1.950 -1.754 -0.417 0.93 -0.39 1.22 -0.62
C -0.608 -2.178 -0.681 -1.12 -6.25 -2.07 0.54
C -0.496 -2.965 -2.004 0.80 -1.34 -0.57 -1.12
C -0.549 -2.005 -3.172 -0.27 -0.10 -0.83 -0.90
C -0.081 -0.664 -2.685 0.92 0.61 -0.47 -1.05
C -1.051 0.314 -2.389 -1.91 0.97 -0.29 0.71
C -2.551 -0.007 -2.275 0.03 -0.03 -0.73 -1.30
C -2.925 -1.280 -1.452 -1.15 0.38 -0.24 -0.85
C 1.541 1.783 -0.130 3.07 3.13 1.91 -1.48
H -2.377 -1.821 0.588 0.38 0.00 -0.34 0.83
H 0.127 -2.500 0.075 -1.01 -0.87 0.33 0.25
H -1.285 -3.734 -2.170 0.53 0.30 0.69 0.34
H 0.491 -3.490 -2.067 -0.80 0.33 0.37 0.29
H 0.147 -2.312 -3.959 -0.32 -0.14 0.03 0.45
H -1.572 -1.973 -3.640 1.01 0.15 0.42 0.24
H 0.908 -0.342 -2.989 -0.21 -0.01 -0.66 0.57
H -0.956 1.419 -2.637 -0.83 -2.02 -0.71 0.33
H -2.965 -0.157 -3.286 0.18 0.27 0.19 0.42
H -3.069 0.891 -1.864 0.36 -0.71 -0.24 0.42
H -3.779 -0.929 -0.851 -0.10 -0.65 -0.47 0.37
H -3.247 -2.076 -2.144 0.11 0.15 0.44 0.55
H 1.189 1.360 0.855 -0.60 1.34 -1.39 0.55
H 1.769 2.884 -0.045 0.39 -0.67 1.33 0.42
H 2.536 1.304 -0.201 -0.83 0.65 -1.19 0.47
F 5.345 0.365 3.321 -1.87 -0.15 -1.48 -0.13
C 4.306 0.998 2.770 1.25 2.06 1.49 0.66
F 3.818 1.802 3.720 -0.43 -0.81 -0.91 -0.18
F 4.674 1.716 1.731 -0.26 -0.69 0.04 -0.17
S 2.826 -0.227 2.183 0.00 -3.83 0.65 0.87
O 2.286 -0.371 0.814 1.90 -0.30 2.71 -0.48
O 3.258 -1.427 2.871 -0.15 1.79 -1.07 -0.56
O 1.460 0.281 3.088 4.05 2.29 -0.36 -0.33
```
Positions in Å, forces in eV/Å.

Results
net charge	+2
gap between HOMO and LUMO (spin up / spin down)	4.74 / 6.54	eV
<S²>	3.77
2S+1	4

---

Here is 2 unconnected molecules or ions with the total composition C4H7NO3 at a distorted geometry from the OMol25 dataset. Energies are from ωB97M-V/def2-TZVPD.

```
15
Properties=species:S:1:pos:R:3:forces:R:3:mulliken_charge:R:1
C 0.420 0.551 1.044 -0.32 -0.30 -1.13 0.18
C -1.654 0.772 -0.637 -0.78 -0.96 0.64 -0.30
C -0.353 0.313 -0.187 -1.02 4.19 1.56 0.66
C 0.168 -1.650 -0.826 0.54 -3.80 -1.93 -0.65
N 1.362 1.507 0.917 0.51 0.52 -0.11 -0.36
O 0.265 -0.130 2.042 -0.35 -0.34 0.82 -0.67
O -0.451 1.217 -1.229 1.41 -0.23 -0.08 -0.44
O 0.915 -2.193 0.160 0.09 0.50 0.30 -0.41
H -2.263 0.121 -1.252 -0.06 -0.06 -0.17 0.23
H -2.196 1.526 -0.075 0.00 0.01 0.05 0.25
H 0.743 -1.464 -1.720 0.13 0.10 -0.09 0.39
H -0.833 -2.050 -0.972 -0.20 0.19 0.21 0.34
H 1.451 2.008 0.051 0.05 0.11 0.10 0.20
H 1.992 1.680 1.681 0.00 -0.03 -0.07 0.23
H 0.433 -2.209 1.002 -0.02 0.10 -0.10 0.35
```
Positions in Å, forces in eV/Å.

Results
gap between HOMO and LUMO (spin up / spin down)	5.93 / 8.17	eV
<S²>	2.01
2S+1	3

---

Here is 2 unconnected molecules or ions with the total composition C3H5N3 at a distorted geometry from the OMol25 dataset. Energies are from ωB97M-V/def2-TZVPD.

```
11
Properties=species:S:1:pos:R:3:forces:R:3:mulliken_charge:R:1
C 1.120 -1.734 -0.460 2.48 -0.20 1.39 -0.73
C 0.096 -0.848 -0.901 -1.22 -1.31 -0.34 0.37
N -0.806 -0.292 -1.324 -0.59 0.81 -0.46 -0.44
H 2.005 -1.252 -0.996 -0.44 -1.07 1.12 0.21
H 1.232 -1.611 0.718 -0.06 -0.37 -2.65 0.28
H 1.052 -2.834 -0.791 -0.30 1.89 0.49 0.30
N 0.524 0.713 1.411 0.31 -0.05 -0.13 -0.45
C -0.295 1.346 0.907 0.18 0.20 0.72 0.44
N -1.301 2.161 0.609 2.37 0.70 -1.13 -0.48
H -2.059 2.007 1.148 -2.98 -0.51 2.26 0.20
H -1.567 2.344 -0.322 0.25 -0.09 -1.28 0.28
```
Positions in Å, forces in eV/Å.

Results
gap between HOMO and LUMO	11.11	eV
SMILES	CC#N.N#CN

---

Here is C5H10O in the gas phase from the OMol25 dataset. Energies are from ωB97M-V/def2-TZVPD.

```
16
Properties=species:S:1:pos:R:3:forces:R:3:mulliken_charge:R:1
C -0.007 0.317 -1.659 0.03 0.03 -0.03 -1.44
C 0.294 -0.817 -0.688 -0.02 -0.04 -0.12 0.20
C 1.408 -0.650 0.305 0.19 0.03 0.06 -0.77
C -0.012 -0.681 0.792 -0.17 -0.07 0.09 -0.07
C -0.760 0.540 1.271 0.33 0.00 0.14 -0.70
O -2.049 0.604 0.683 -0.16 -0.10 -0.10 -0.52
H -0.821 0.059 -2.346 0.09 -0.02 0.12 0.33
H -0.304 1.235 -1.144 0.13 -0.11 -0.07 0.39
H 0.870 0.555 -2.268 -0.09 -0.08 0.03 0.37
H 0.170 -1.816 -1.101 0.05 0.18 0.06 0.36
H 2.032 -1.508 0.537 -0.09 0.16 -0.06 0.28
H 1.942 0.298 0.287 -0.16 -0.09 0.07 0.24
H -0.307 -1.596 1.302 0.00 0.08 -0.15 0.33
H -0.910 0.495 2.355 0.09 0.02 -0.12 0.35
H -0.190 1.460 1.062 -0.10 -0.15 -0.05 0.27
H -1.992 0.110 -0.144 -0.14 0.15 0.12 0.38
```
Positions in Å, forces in eV/Å.

Results
gap between HOMO and LUMO	11.16	eV
SMILES	C[C@H]1C[C@H]1CO

---

Here is a gas-phase ion, C3H7BrN3O (charge +1) at a distorted geometry from the OMol25 dataset. Energies are from ωB97M-V/def2-TZVPD.

```
15
Properties=species:S:1:pos:R:3:forces:R:3:mulliken_charge:R:1
O 1.849 -1.612 0.325 -0.08 -0.21 0.52 -0.47
C 0.988 -0.764 -0.329 -0.24 -0.10 -0.09 0.09
C 1.273 0.703 -0.091 0.20 -0.42 -0.10 -0.51
N -0.030 1.351 -0.382 0.39 -0.43 -0.87 -0.35
C -0.945 0.389 -0.038 0.20 -0.82 0.09 0.55
N -2.192 0.652 0.148 -0.86 0.38 -0.02 -0.30
Br -3.459 -0.602 0.615 0.06 0.06 -0.07 0.16
N -0.437 -0.876 0.134 0.48 0.81 0.95 -0.46
H 1.382 -2.175 0.958 0.27 -0.05 -0.22 0.35
H 0.991 -0.993 -1.388 -0.08 -0.13 -0.39 0.27
H 1.556 0.788 0.946 -0.03 0.49 0.42 0.26
H 2.061 1.081 -0.716 0.23 0.33 -0.22 0.37
H -0.079 1.474 -1.396 -0.21 0.83 0.14 0.34
H -2.519 1.607 0.060 0.01 0.02 0.09 0.33
H -0.438 -1.024 1.152 -0.33 -0.75 -0.21 0.36
```
Positions in Å, forces in eV/Å.

Results
net charge	+1
gap between HOMO and LUMO	10.34	eV
SMILES	O[C@@H]1CNC(NBr)=[NH+]1

---

Asked for ΔE to the lowest compared entry with this formula, charge and spin across the records above, the calculation gives 2.6091 6.3458 2.7416 1.5387 1.1816 1.1440 eV in order.